Molecular formula: C52H142N10O14
Method: DFT, ωB97M-V/def2-TZVPD

HOMO-LUMO gap, eV: 8.8
LUMO energy, eV: 0.24
Energy relative to the best compared isomer or geometry (same formula, charge and spin), kJ/mol: 136.8

ORCA input file:
```
! RIJCOSX wB97M-V def2-TZVPD def2/J DEFGRID3
* xyz 0 1
C -5.2894 2.7295 -5.8959
C -4.6692 2.7747 -4.5160
C -3.6882 1.5969 -4.4375
O -4.3709 0.3883 -4.5359
C -3.8426 -0.6148 -3.7164
N -3.9979 4.0393 -4.2455
H -4.6101 3.1459 -6.6198
H -6.1459 3.3119 -5.9189
H -5.6315 1.7606 -6.1882
H -5.4324 2.6765 -3.7081
H -3.2625 1.7126 -3.4378
H -2.8513 1.7526 -5.1600
H -3.1430 -1.2310 -4.2914
H -4.6590 -1.1711 -3.3369
H -3.3051 -0.1708 -2.9095
H -4.6023 4.8473 -4.3971
H -3.3433 4.1603 -5.0199
C -4.4246 -1.6307 1.0588
C -3.4404 -2.3761 1.9057
C -4.1728 -3.0830 3.0942
O -3.2584 -3.9573 3.7332
C -3.7099 -4.3945 4.9897
N -2.8645 -3.4628 1.0846
H -5.0764 -2.3660 0.6486
H -3.9213 -1.1969 0.1704
H -5.0394 -0.9038 1.5706
H -2.5617 -1.7876 2.3078
H -5.0822 -3.5738 2.7236
H -4.4706 -2.3265 3.8170
H -3.7897 -3.5402 5.7014
H -2.9682 -5.0460 5.4216
H -4.7051 -4.8424 5.0001
H -2.2092 -4.0545 1.6198
H -3.6113 -4.0109 0.7517
C -1.2236 1.2901 4.5927
C -1.3998 2.7371 4.9749
C -2.8853 2.9622 5.3326
O -3.5583 2.5232 4.1619
C -4.9548 2.7838 4.1085
N -0.5834 2.9849 6.1788
H -1.6977 0.9301 3.6149
H -1.7493 0.7821 5.3868
H -0.1354 1.0429 4.6174
H -1.1077 3.4490 4.1885
H -3.2253 3.9483 5.5982
H -3.0450 2.2891 6.1351
H -5.4639 2.1723 3.3018
H -5.1465 3.8046 3.8815
H -5.4462 2.6317 5.0863
H 0.2099 3.4840 5.8968
H -0.3807 2.0992 6.6488
C 2.2564 1.9981 -3.8236
C 3.6888 2.2742 -3.3635
C 3.7817 2.0811 -1.7941
O 5.1106 2.1540 -1.4288
C 5.3241 1.9113 -0.0597
N 4.6255 1.4441 -4.0812
H 1.5181 2.6676 -3.4120
H 1.9563 1.0998 -3.3545
H 2.2551 1.8905 -4.9103
H 3.9947 3.3146 -3.5964
H 3.2873 1.0751 -1.6611
H 3.1459 2.9213 -1.3584
H 6.2779 2.3829 0.2207
H 5.2957 0.8314 0.2003
H 4.5523 2.3950 0.5522
H 4.3074 0.4664 -4.1045
H 5.5680 1.3960 -3.6445
C 2.5133 -5.5633 2.3822
C 1.5637 -5.3864 1.1031
C 0.3980 -6.3596 1.1609
O 0.7852 -7.6943 1.0298
C -0.3483 -8.5493 1.1399
N 1.1285 -3.9558 0.9926
H 1.8486 -5.2556 3.2422
H 3.3962 -4.9170 2.3406
H 2.8346 -6.6164 2.3515
H 2.1951 -5.6541 0.2902
H -0.3874 -6.1245 0.4656
H -0.1149 -6.2244 2.1611
H 0.0480 -9.5289 1.1417
H -1.1222 -8.4162 0.3939
H -0.7429 -8.3941 2.1177
H 0.5209 -3.6724 1.7829
H 0.5640 -3.9139 0.1321
C -0.8885 6.5880 -1.2952
C -0.3690 5.7865 -2.5031
C 1.1368 5.5968 -2.4123
O 1.7824 6.8375 -2.0786
C 3.1704 6.9474 -1.8403
N -0.9264 4.4332 -2.5275
H -0.6671 7.5938 -1.5514
H -0.4656 6.2561 -0.4089
H -1.9677 6.4824 -1.2483
H -0.6673 6.3544 -3.4081
H 1.4865 5.3587 -3.3904
H 1.3588 4.7605 -1.6444
H 3.3910 7.9920 -1.6223
H 3.7007 6.7756 -2.7802
H 3.5499 6.2264 -1.0809
H -1.8576 4.3731 -2.9641
H -1.0179 4.1454 -1.5676
C -0.0665 -0.6563 1.1003
C -0.1868 -0.2849 -0.3946
C 0.0328 1.2031 -0.6282
O -1.0905 2.0041 -0.0332
C -2.3227 1.7809 -0.6325
N 0.8834 -0.9308 -1.1621
H -0.8255 -0.1886 1.6315
H 0.8855 -0.2479 1.4894
H -0.1030 -1.7453 1.2453
H -1.1151 -0.6095 -0.7559
H 0.0496 1.3766 -1.6881
H 0.9618 1.6191 -0.1936
H -2.3025 2.1159 -1.6923
H -3.0227 2.3055 -0.0557
H -2.6655 0.7134 -0.5763
H 1.0015 -1.8829 -0.7872
H 0.5532 -1.1156 -2.0855
C 0.3250 -2.6154 -5.3980
C 1.1547 -1.3258 -5.4859
C 2.3521 -1.5888 -6.4162
O 3.1304 -2.6224 -5.7697
C 4.2233 -3.0477 -6.5610
N 0.2753 -0.3365 -6.2093
H 1.0601 -3.4308 -5.1958
H -0.1191 -2.8580 -6.3989
H -0.4236 -2.6300 -4.6317
H 1.5912 -1.0405 -4.4904
H 2.8577 -0.6561 -6.3999
H 2.0108 -1.7746 -7.4531
H 4.6657 -3.8869 -6.0500
H 5.0363 -2.2905 -6.7701
H 3.7733 -3.3266 -7.5831
H -0.6332 -0.5014 -5.9282
H 0.4893 0.6069 -5.9314
C 5.0301 -3.8237 -1.1302
C 4.1849 -3.5621 -2.3558
C 2.9735 -4.5066 -2.4140
O 3.3699 -5.8530 -2.8087
C 2.2189 -6.5748 -3.2039
N 3.7273 -2.1620 -2.3934
H 5.8253 -4.5509 -1.2732
H 4.4420 -4.0538 -0.2136
H 5.5678 -2.9101 -0.9349
H 4.6929 -3.7598 -3.3272
H 2.2676 -4.1322 -3.1643
H 2.3873 -4.4815 -1.5216
H 1.7519 -6.2212 -4.1658
H 1.4875 -6.5708 -2.4371
H 2.4914 -7.6572 -3.3770
H 3.1625 -2.0655 -1.5632
H 3.1953 -2.0000 -3.2047
C -2.2123 7.3652 4.5851
C -3.2646 7.1228 3.4923
C -2.8470 6.0085 2.4771
O -3.7719 5.9333 1.3430
C -3.4082 4.8580 0.5433
N -4.5249 6.8392 4.0834
H -1.4466 8.0886 4.2999
H -1.7626 6.3728 4.9416
H -2.6811 7.9017 5.4349
H -3.3834 8.0055 2.8678
H -2.7962 5.0688 2.9605
H -1.8302 6.1236 2.1529
H -3.7670 3.8895 0.9383
H -2.3317 4.6869 0.5293
H -3.8218 4.9509 -0.4310
H -5.2434 6.7010 3.3481
H -4.3573 6.1042 4.7143
C 2.8469 2.6644 3.2307
C 2.4087 4.0557 3.1333
C 1.2165 4.0717 2.1752
O 1.9938 4.4653 4.4536
H 1.9870 2.0526 3.4503
H 3.6215 2.5292 3.9137
H 3.0934 2.3496 2.2371
H 3.2377 4.6931 2.7998
H 0.4890 3.3909 2.5936
H 1.3996 3.7423 1.1283
H 0.7308 5.0221 2.0599
H 1.9981 5.4057 4.3756
C -0.4084 -2.1090 5.7614
C 0.0109 -1.9407 4.2948
C 1.4363 -1.6949 4.0863
O -0.3133 -3.1549 3.5254
H -1.3537 -2.6497 5.8033
H -0.4637 -1.1282 6.2219
H 0.4372 -2.6675 6.2588
H -0.4861 -1.1735 3.7933
H 1.6025 -1.6667 3.0295
H 2.0197 -2.5221 4.5614
H 1.8406 -0.7919 4.5620
H -1.2026 -3.3792 3.7622
C -3.3128 -4.2647 -3.4531
C -2.6745 -4.0900 -2.1126
C -1.3009 -4.8034 -2.0665
O -2.4576 -2.6836 -1.8614
H -4.2123 -3.6600 -3.5743
H -3.5472 -5.3041 -3.5937
H -2.5447 -3.9302 -4.1825
H -3.3691 -4.5503 -1.3602
H -1.3698 -5.8211 -2.4659
H -1.1020 -4.7942 -1.0159
H -0.4838 -4.3496 -2.6802
H -2.4356 -2.7229 -0.8540
C 4.4812 -2.0230 1.8237
C 5.0011 -1.2862 3.0746
C 5.1322 -2.2060 4.3007
O 6.0847 -0.4956 2.6967
H 5.1965 -2.8366 1.6140
H 4.4226 -1.3383 0.9471
H 3.4004 -2.3660 1.9212
H 4.2202 -0.5459 3.3463
H 5.1539 -1.6533 5.2121
H 6.0082 -2.8466 4.3108
H 4.2632 -2.8231 4.2906
H 6.7096 -1.0914 2.3158
*
```